No. 1
{"formula": "C33H42N5O4SV", "method": "the ωB97M-V functional and the def2-TZVPD basis", "charge": 3, "s2": 0.764, "multiplicity": 2, "orbital_gap_ev": [5.71, 6.28], "species": ["V", "C", "O", "C", "C", "C", "C", "C", "C", "N", "C", "N", "C", "C", "C", "C", "C", "C", "O", "C", "N", "C", "C", "C", "C", "C", "C", "O", "C", "H", "H", "H", "H", "H", "H", "H", "H", "H", "H", "H", "H", "H", "H", "H", "H", "H", "H", "H", "H", "H", "H", "N", "C", "C", "C", "N", "C", "C", "H", "H", "H", "H", "H", "H", "C", "C", "C", "S", "O", "C", "C", "C", "H", "H", "H", "H", "H", "H", "H", "H", "H", "H", "H", "H", "H", "H"], "positions_angstrom": [[0.481309, -1.157307, -0.467320], [-1.785124, 3.952094, 2.126338], [-1.050576, 3.618876, 0.941270], [-0.316070, 4.614512, 0.362872], [-0.330114, 5.941971, 0.769274], [0.403947, 6.893894, 0.071251], [1.155024, 6.540424, -1.038953], [1.179685, 5.217412, -1.438724], [0.462841, 4.260796, -0.735017], [0.458125, 2.913042, -1.238013], [0.555559, 1.800011, -0.527604], [1.120545, 1.843975, 0.667199], [1.254425, 0.810009, 1.606169], [1.122572, -0.532847, 1.297122], [1.375021, -1.489889, 2.299673], [1.727485, -1.090918, 3.567937], [1.850660, 0.269913, 3.878030], [1.626833, 1.220736, 2.902694], [1.741483, 2.553045, 3.054938], [2.186403, 3.054545, 4.332221], [0.160101, 0.596292, -1.059842], [-0.710437, 0.593145, -2.231479], [-1.753224, 1.498611, -2.399680], [-2.473559, 1.499766, -3.583059], [-2.153741, 0.593168, -4.589727], [-1.167049, -0.364130, -4.393343], [-0.481727, -0.375168, -3.192414], [0.430702, -1.348819, -2.809204], [0.814810, -2.337062, -3.790571], [-2.187808, 3.016930, 2.502633], [-2.601422, 4.636926, 1.901087], [-1.131813, 4.390977, 2.879623], [-0.936788, 6.249028, 1.608757], [0.369191, 7.926191, 0.394625], [1.718376, 7.283490, -1.585777], [1.760743, 4.916441, -2.304241], [0.298302, 2.804624, -2.229426], [1.392457, 2.764276, 1.000224], [1.317549, -2.551586, 2.083486], [1.928202, -1.828480, 4.334524], [2.133300, 0.567582, 4.877956], [2.261929, 4.129429, 4.221273], [3.163323, 2.640121, 4.577699], [1.459844, 2.807884, 5.105366], [-1.989814, 2.203813, -1.611162], [-3.280111, 2.207366, -3.720998], [-2.688106, 0.613393, -5.530549], [-0.955358, -1.087627, -5.168169], [1.480391, -3.023013, -3.276812], [1.336616, -1.852261, -4.612383], [-0.061367, -2.870116, -4.150423], [5.700445, -3.566844, -2.345564], [4.595429, -3.014112, -1.863213], [4.366625, -1.614103, -1.946672], [3.228298, -1.086392, -1.434594], [2.256169, -1.850567, -0.851767], [2.474308, -3.194496, -0.763640], [3.588968, -3.799308, -1.242898], [6.427752, -3.010679, -2.766464], [5.876672, -4.555183, -2.259538], [5.102282, -0.960206, -2.396580], [3.050601, -0.021041, -1.473777], [1.701292, -3.785986, -0.287656], [3.706954, -4.868962, -1.136157], [-3.095757, -5.631378, 2.137973], [-2.741743, -5.278820, 0.696319], [-2.893453, -3.785209, 0.413702], [-1.640383, -2.864125, 1.344844], [-0.868578, -2.074586, 0.164937], [-2.542941, -1.557557, 2.199655], [-2.885895, -0.323683, 1.368373], [-3.852347, -0.547246, 0.210216], [-2.955421, -6.694326, 2.325082], [-4.139038, -5.392022, 2.354775], [-2.467028, -5.098329, 2.862500], [-3.404061, -5.796607, 0.001233], [-1.725529, -5.601583, 0.455314], [-3.863756, -3.403747, 0.730894], [-2.723079, -3.512408, -0.627759], [-1.907749, -1.310779, 3.051303], [-3.432425, -2.077262, 2.571585], [-1.964052, 0.141004, 1.016720], [-3.322400, 0.373222, 2.086978], [-3.401781, -1.117614, -0.605893], [-4.165151, 0.410457, -0.205528], [-4.756773, -1.065009, 0.535945]], "forces_ev_per_a": [[0.8, 0.7, -0.4], [0.0, 0.0, -0.1], [0.1, 0.1, 0.1], [-0.4, 0.0, 0.2], [0.0, 0.2, 0.0], [-0.1, 0.0, 0.1], [0.0, 0.0, 0.0], [0.2, 0.0, 0.0], [0.4, -0.2, -0.3], [-0.1, 0.3, -0.1], [0.0, -0.5, -0.3], [-0.1, 0.0, 0.3], [0.0, 0.1, -0.1], [-0.2, -0.1, -0.1], [0.0, 0.1, -0.1], [0.0, 0.2, 0.1], [0.0, -0.2, 0.0], [0.1, 0.1, 0.1], [0.0, 0.1, 0.1], [0.0, -0.1, -0.1], [-0.4, 0.3, -0.1], [0.3, 0.5, 0.7], [-0.2, 0.0, 0.0], [0.0, -0.1, 0.0], [0.0, 0.1, 0.0], [-0.1, 0.0, -0.1], [0.2, -0.4, -0.2], [-0.2, 0.2, 0.2], [0.1, 0.1, 0.1], [0.0, 0.0, 0.0], [0.0, 0.0, 0.0], [0.0, 0.0, 0.0], [0.0, 0.0, 0.0], [0.0, 0.0, 0.0], [0.0, 0.0, 0.0], [0.0, 0.0, 0.1], [-0.2, 0.0, 0.0], [0.0, 0.0, 0.1], [0.0, 0.0, 0.0], [0.0, 0.0, 0.0], [0.0, 0.0, 0.0], [0.0, 0.0, 0.0], [0.0, 0.0, 0.0], [0.0, 0.0, 0.0], [0.0, 0.0, -0.1], [0.0, 0.0, 0.0], [0.0, 0.0, 0.0], [0.0, 0.0, 0.0], [0.0, 0.0, 0.0], [0.0, 0.0, 0.0], [0.0, 0.0, 0.0], [0.0, 0.0, 0.0], [0.0, 0.0, 0.0], [0.2, -0.1, 0.0], [-0.4, -0.3, 0.2], [0.9, -0.5, -0.3], [-0.1, 0.4, 0.0], [0.2, 0.0, 0.0], [0.0, 0.0, 0.0], [0.0, 0.0, 0.0], [0.0, 0.0, 0.0], [-0.1, 0.0, 0.0], [-0.1, 0.0, 0.0], [0.0, 0.0, 0.0], [0.0, 0.0, 0.0], [0.0, 0.1, 0.1], [0.0, -0.1, 0.0], [0.3, 0.4, -0.4], [-1.3, -1.2, 0.6], [0.0, 0.1, 0.0], [-0.1, -0.1, 0.0], [0.0, 0.0, 0.0], [0.0, 0.0, 0.0], [0.0, 0.0, 0.0], [0.0, 0.0, -0.1], [0.0, 0.0, 0.0], [0.0, 0.0, 0.0], [0.0, 0.0, -0.1], [0.0, 0.0, 0.0], [0.0, 0.0, 0.0], [0.0, 0.0, 0.0], [0.1, 0.1, 0.0], [0.0, 0.0, 0.0], [0.0, 0.0, 0.0], [0.0, 0.0, 0.0], [0.0, 0.0, 0.0]]}

No. 2
{"formula": "C33H43N7Pd", "method": "the ωB97M-V functional and the def2-TZVPD basis", "relative_energy_ev": 0.4503, "charge": 2, "s2": 6.062, "multiplicity": 5, "orbital_gap_ev": [6.80, 6.69], "species": ["Pd", "N", "C", "N", "C", "N", "C", "C", "N", "C", "C", "N", "H", "H", "H", "H", "H", "C", "C", "C", "C", "C", "C", "C", "C", "C", "C", "C", "C", "N", "C", "C", "C", "C", "C", "N", "C", "C", "C", "C", "H", "H", "H", "H", "H", "H", "H", "H", "H", "H", "H", "H", "H", "H", "H", "H", "H", "H", "H", "H", "H", "H", "H", "H", "H", "H", "H", "H", "H", "C", "C", "C", "C", "C", "C", "H", "H", "H", "H", "H", "H", "H", "H", "H"], "positions_angstrom": [[0.289586, 0.228816, -1.103983], [-2.151621, -0.214182, -4.933556], [-2.254089, -0.141279, -3.601549], [-1.046959, -0.055595, -3.086160], [-0.224650, -0.072351, -4.182156], [-0.875061, -0.167315, -5.317959], [1.229023, 0.001816, -4.080586], [2.050052, -0.031945, -5.210031], [3.363990, 0.040093, -5.100544], [3.892195, 0.132106, -3.888916], [3.089173, 0.149697, -2.754322], [1.764235, 0.095001, -2.858058], [-2.883979, -0.278269, -5.624378], [-3.183754, -0.163005, -3.056150], [1.622271, -0.119250, -6.201199], [4.970475, 0.192728, -3.814845], [3.508309, 0.201377, -1.758211], [1.474527, 2.451747, 4.637661], [1.163966, 2.023913, 3.204836], [2.468098, 1.762768, 2.425819], [0.352125, 3.030721, 2.417482], [0.346495, 4.357324, 2.791493], [-0.159588, 5.345807, 1.958161], [-0.597341, 5.016164, 0.679186], [-0.623673, 3.711268, 0.240256], [-1.094492, 3.451150, -1.175641], [0.079879, 2.937876, -2.011735], [-2.358849, 2.588637, -1.278082], [-0.228765, 2.664062, 1.145254], [-0.391086, 1.372785, 0.779132], [-0.744902, 0.374850, 1.702371], [-1.361323, -0.936514, 1.165309], [-2.628366, -1.596698, 1.206371], [-2.666251, -2.444608, 0.127249], [-1.421881, -2.449058, -0.561078], [-0.674143, -1.462138, -0.004403], [-0.916846, -3.498775, -1.518135], [-1.752567, -3.509931, -2.808105], [0.558703, -3.292438, -1.869094], [-1.091371, -4.858762, -0.810979], [1.910866, 1.611601, 5.179053], [0.573833, 2.760709, 5.169719], [2.197947, 3.266893, 4.671508], [0.622290, 1.084310, 3.270311], [3.011472, 2.698180, 2.284809], [2.261385, 1.331038, 1.443339], [3.113213, 1.076531, 2.975389], [0.775241, 4.640172, 3.742542], [-0.182368, 6.375811, 2.287777], [-0.940201, 5.802456, 0.018739], [-1.359896, 4.424922, -1.591487], [0.438916, 1.961696, -1.607634], [0.929419, 3.617274, -1.951129], [-0.195725, 2.802167, -3.057288], [-2.158781, 1.537197, -1.084978], [-2.786093, 2.676993, -2.278699], [-3.111375, 2.929035, -0.565904], [-1.257107, 0.703092, 2.604436], [-3.423725, -1.394037, 1.906754], [-3.504391, -3.070808, -0.139207], [-1.495299, -2.669770, -3.454371], [-2.822934, -3.481093, -2.595798], [-1.544241, -4.428320, -3.355977], [0.726023, -2.319963, -2.333422], [0.869889, -4.057450, -2.579860], [1.200205, -3.374821, -0.989168], [-2.146893, -5.096469, -0.674615], [-0.603913, -4.871794, 0.164139], [-0.642696, -5.637981, -1.426156], [1.961917, -1.484186, 3.320710], [0.454119, -1.659641, 3.085124], [0.171975, -3.145266, 2.811449], [-0.348884, -1.202070, 4.302028], [0.074515, -0.869428, 1.849610], [0.642163, -1.167967, 0.457166], [2.289928, -2.182855, 4.089723], [2.207429, -0.476145, 3.656117], [2.521052, -1.691677, 2.406156], [0.510246, -3.740140, 3.658641], [0.712980, -3.484927, 1.924276], [-0.895363, -3.327537, 2.673296], [-0.117277, -1.846850, 5.149385], [-1.424609, -1.279479, 4.121367], [-0.106798, -0.177996, 4.591405]], "forces_ev_per_a": [[-0.1, -0.1, 0.3], [-0.3, 0.0, 0.2], [0.0, 0.0, -0.1], [0.4, 0.2, -0.1], [-0.5, -0.1, 0.1], [0.3, 0.0, -0.1], [0.5, 0.0, -0.2], [-0.2, 0.0, 0.3], [0.3, 0.0, -0.3], [-0.2, 0.0, 0.1], [0.1, 0.0, 0.0], [-0.2, -0.3, -0.1], [0.0, 0.0, 0.0], [0.0, 0.0, -0.1], [0.0, 0.0, 0.0], [0.0, 0.0, 0.0], [0.0, 0.0, 0.0], [0.0, 0.0, -0.1], [0.2, 0.1, 0.1], [-0.1, 0.0, 0.1], [-0.2, -0.1, 0.0], [0.0, -0.1, 0.1], [0.0, 0.0, -0.1], [0.0, 0.0, 0.1], [0.0, -0.1, -0.2], [0.0, -0.2, 0.1], [-0.2, 0.2, 0.0], [0.0, 0.1, 0.0], [0.0, 0.2, 0.2], [0.0, -0.1, -0.9], [0.3, -0.5, 0.4], [-0.2, 0.2, -0.1], [0.1, 0.0, -0.2], [-0.3, 0.0, 0.2], [0.5, 0.2, 0.2], [-1.3, -1.0, -0.4], [0.1, 0.0, -0.1], [-0.1, 0.1, 0.0], [-0.1, 0.1, 0.1], [-0.1, 0.1, 0.1], [0.0, 0.0, 0.0], [0.0, 0.0, 0.0], [0.0, 0.0, 0.0], [0.1, 0.2, 0.0], [0.0, 0.0, 0.0], [0.0, 0.0, 0.0], [0.0, 0.2, -0.1], [0.0, 0.0, 0.0], [0.0, 0.0, 0.0], [0.0, 0.0, 0.0], [0.1, 0.0, 0.0], [0.2, 1.0, -0.4], [0.0, 0.0, 0.0], [0.0, -0.1, 0.0], [0.0, -0.1, 0.1], [0.0, 0.0, 0.0], [0.0, 0.0, 0.0], [-0.1, -0.1, 0.0], [0.0, -0.1, 0.0], [0.0, 0.0, 0.0], [0.0, 0.0, 0.0], [0.0, 0.0, 0.0], [0.0, 0.0, 0.0], [0.0, 0.0, 0.0], [0.0, 0.0, 0.0], [0.0, 0.0, 0.0], [0.0, 0.0, 0.0], [0.0, 0.0, 0.0], [0.0, 0.0, 0.0], [-0.1, 0.1, 0.0], [0.0, -0.1, 0.1], [0.0, 0.2, -0.1], [0.0, 0.0, 0.0], [0.2, 0.1, 0.0], [0.6, 0.3, 0.5], [0.0, 0.0, 0.0], [-0.1, -0.2, 0.0], [0.0, 0.0, 0.0], [0.0, 0.0, 0.0], [0.0, 0.0, 0.0], [0.0, 0.0, 0.0], [0.0, 0.0, 0.0], [0.0, 0.0, 0.0], [-0.1, -0.1, 0.0]]}

No. 3
{"formula": "C33H44CdN4P2", "method": "the ωB97M-V functional and the def2-TZVPD basis", "relative_energy_ev": 4.1009, "orbital_gap_ev": [5.81, 5.75], "species": ["Cd", "C", "C", "C", "C", "C", "C", "C", "C", "C", "H", "H", "H", "H", "H", "H", "H", "H", "H", "H", "H", "H", "H", "H", "H", "P", "P", "N", "N", "N", "N", "C", "C", "C", "C", "C", "C", "C", "C", "C", "C", "C", "C", "C", "C", "C", "C", "C", "C", "H", "H", "H", "H", "H", "H", "H", "H", "H", "H", "H", "H", "H", "H", "H", "H", "H", "H", "H", "H", "C", "C", "C", "C", "C", "C", "H", "H", "H", "H", "H", "H", "H", "H", "H"], "positions_angstrom": [[0.000000, 0.000000, 0.000000], [-1.280611, -1.480990, -1.061879], [-0.979940, -0.474362, -1.973755], [-1.927463, 0.641176, -2.383055], [-1.750326, 1.931892, -1.546635], [-1.453925, 1.685207, -0.084021], [-2.021609, 0.698450, 0.715204], [-3.109702, -0.263976, 0.268846], [-2.556865, -1.609784, -0.260281], [1.076557, 0.921620, 1.519036], [-0.667583, -2.379844, -1.092452], [-0.132056, -0.643990, -2.633311], [-2.960570, 0.287819, -2.323593], [-1.746729, 0.884100, -3.435250], [-0.911433, 2.504618, -1.956532], [-2.641851, 2.568864, -1.652674], [-0.937610, 2.499345, 0.421409], [-1.882000, 0.793407, 1.789498], [-3.736690, 0.214182, -0.488781], [-3.763981, -0.471012, 1.122166], [-2.340652, -2.261537, 0.593008], [-3.329738, -2.121777, -0.853875], [1.667612, 0.194182, 2.084722], [0.418894, 1.462421, 2.211591], [1.772606, 1.641336, 1.068539], [-4.623100, 6.342873, -4.064225], [-3.943416, 4.084969, -6.191002], [-5.693123, 6.312483, -2.684499], [-4.426175, 8.037848, -4.365906], [-5.053283, 2.783215, -5.914346], [-3.326313, 3.741052, -7.787904], [-5.858974, 5.934346, -5.382491], [-5.141881, 5.424522, -6.639385], [-5.535924, 5.348247, -1.689407], [-6.655047, 5.360691, -0.891888], [-7.533717, 6.362497, -1.407451], [-6.928761, 6.924798, -2.507850], [-3.240018, 8.689799, -4.023723], [-3.385622, 10.027756, -4.286512], [-4.702472, 10.219453, -4.806585], [-5.322363, 8.995464, -4.844703], [-4.724528, 1.737664, -5.049436], [-5.733039, 0.809052, -5.083821], [-6.721106, 1.286279, -5.998779], [-6.287574, 2.489449, -6.496951], [-3.989731, 3.254566, -8.908641], [-3.180370, 3.446990, -10.004383], [-1.983238, 4.084750, -9.555043], [-2.095508, 4.254520, -8.195940], [-6.436780, 6.843986, -5.583315], [-6.554298, 5.168449, -5.027292], [-5.845114, 5.004775, -7.368117], [-4.619487, 6.256505, -7.120263], [-4.636566, 4.750983, -1.656370], [-6.820696, 4.738387, -0.023472], [-8.493071, 6.651895, -1.000047], [-7.253408, 7.711309, -3.170796], [-2.411266, 8.120809, -3.628249], [-2.632573, 10.788195, -4.134210], [-5.141612, 11.154796, -5.125670], [-6.311082, 8.722565, -5.179861], [-3.797693, 1.772345, -4.495836], [-5.769036, -0.107495, -4.511876], [-7.652938, 0.800707, -6.255071], [-6.751992, 3.162867, -7.200612], [-4.966068, 2.805291, -8.818806], [-3.409480, 3.143890, -11.017218], [-1.132480, 4.365562, -10.159904], [-1.426571, 4.690313, -7.468282], [2.979890, -4.116875, 2.105604], [2.851190, -2.683657, 2.747515], [2.216607, -2.810303, 4.134940], [4.211958, -2.020562, 2.832820], [1.961971, -1.856473, 1.902612], [1.187670, -1.123807, 1.151737], [3.625529, -4.722607, 2.750254], [3.414894, -4.010809, 1.113325], [1.970984, -4.568068, 2.042562], [2.845502, -3.416681, 4.818281], [2.089180, -1.791675, 4.606822], [1.198588, -3.272900, 4.097780], [4.680324, -1.910773, 1.846759], [4.117686, -1.001196, 3.299710], [4.896023, -2.618676, 3.491296]], "forces_ev_per_a": [[1.2, -0.8, -0.4], [-0.3, -0.1, -1.4], [-0.6, -0.6, -0.9], [0.0, 0.2, 0.2], [0.0, -0.2, -0.2], [-1.5, 0.0, 0.8], [-1.8, 1.3, 0.0], [0.1, -0.1, -0.2], [0.0, 0.3, 0.3], [2.8, 4.0, 1.5], [0.1, 0.2, 0.1], [-0.1, -0.1, 0.1], [0.1, 0.0, -0.1], [0.0, -0.1, 0.1], [-0.1, -0.1, 0.0], [0.1, -0.1, 0.1], [0.1, -0.2, 0.0], [0.1, -0.1, -0.2], [0.0, -0.1, 0.1], [0.1, 0.0, -0.1], [0.0, 0.1, -0.1], [0.2, 0.0, 0.0], [-0.3, 1.8, 0.1], [-0.3, -0.1, -0.3], [0.1, 0.2, 0.3], [-0.6, 0.2, 0.6], [0.2, -0.1, -0.6], [-0.1, -0.1, 0.0], [0.0, 0.1, -0.1], [-0.1, -0.1, -0.1], [0.0, 0.0, -0.2], [0.0, 0.2, -0.1], [-0.3, -0.2, 0.1], [-0.5, 0.4, -0.1], [0.3, 0.1, -0.3], [0.2, 0.2, -0.3], [0.2, -0.5, 0.4], [-0.5, 0.2, -0.2], [0.0, -0.4, 0.1], [-0.2, -0.3, 0.0], [0.6, 0.1, 0.2], [-0.5, 0.1, -0.3], [0.3, 0.3, 0.0], [0.1, 0.3, -0.1], [0.3, -0.4, 0.4], [0.5, 0.3, -0.1], [-0.2, -0.1, 0.3], [-0.1, 0.0, 0.4], [-0.4, -0.3, -0.3], [0.0, -0.4, -0.1], [0.2, 0.1, 0.3], [0.1, 0.3, 0.1], [0.3, -0.3, -0.1], [-0.1, 0.1, 0.0], [0.0, 0.1, -0.1], [0.1, 0.0, -0.1], [0.0, 0.0, 0.1], [-0.1, 0.1, 0.0], [-0.1, -0.1, 0.0], [0.1, -0.1, 0.0], [0.1, 0.1, 0.1], [-0.1, 0.0, 0.0], [0.0, 0.1, -0.1], [0.1, 0.1, 0.0], [0.0, -0.1, 0.1], [0.1, 0.0, 0.0], [0.0, 0.0, 0.1], [-0.1, 0.0, 0.1], [0.0, -0.1, -0.1], [-0.4, 0.8, 0.7], [-0.6, -0.6, -0.7], [-0.6, 0.5, 1.0], [0.9, 0.5, 1.1], [-3.8, 2.7, -3.8], [3.7, -8.3, 3.9], [0.0, -0.1, -0.2], [0.0, -0.2, 0.0], [0.6, 0.2, -0.1], [-0.2, 0.2, -0.4], [0.2, -1.0, -0.5], [0.8, 0.3, -0.1], [-0.2, 0.0, 0.2], [0.1, -0.9, -0.5], [-0.5, 0.4, -0.6]]}